No. 1
C36H38Cl3GeN7P2SSe2Ti | the ωB97M-V functional and the def2-TZVPD basis

Properties
<S²> = 0.754
relative energy (zero: lowest compared OMol25 entry of this formula, charge and spin) = 24.1 kcal per mole
multiplicity = 2
total charge = +1

Structure (XYZ):
```
91
Properties=species:S:1:pos:R:3:forces:R:3
H -0.294 0.280 4.049 -0.1 -0.1 -0.1
H 0.946 4.437 1.265 -0.1 0.0 -0.1
C 2.968 -3.951 -1.083 0.0 0.2 0.1
H 1.090 -4.253 -2.064 0.0 0.0 0.0
C 6.154 -1.693 0.393 -0.1 0.1 -0.1
H -0.389 3.459 1.856 0.0 0.0 -0.1
Se 0.190 -3.729 0.775 0.0 0.1 -0.1
N 0.577 2.661 0.168 0.0 0.6 0.2
H 8.572 -3.733 -0.818 0.0 0.0 0.0
Se 5.212 1.172 1.561 -0.1 -0.1 -0.1
H 6.115 -0.640 -4.843 0.0 0.0 0.0
H 4.571 -5.072 5.131 0.0 0.0 0.0
C 2.761 -4.718 -3.347 0.0 0.0 0.0
N 1.228 -0.824 -0.466 0.6 -0.5 0.3
C 4.245 -5.443 3.046 0.0 0.0 0.0
H 1.511 2.695 -0.237 0.1 -0.1 0.0
C 3.721 -4.953 1.860 0.1 0.1 0.0
C -2.706 -2.467 -1.430 -0.5 -0.4 0.2
H -0.005 3.201 -0.473 0.0 0.1 -0.1
C 4.144 -4.776 -3.448 0.0 0.0 0.0
C 1.581 2.740 2.438 -0.2 0.0 0.0
C 5.820 0.338 -1.617 -0.1 -0.1 0.1
P 5.162 -0.225 -0.032 0.5 0.2 0.5
H -2.291 -0.668 1.871 -0.1 0.1 0.0
N 2.849 0.555 -0.894 0.1 0.4 -0.4
C 6.268 -0.061 -3.941 0.0 -0.1 0.0
C 7.841 -3.753 1.200 0.0 -0.1 0.0
H -4.174 -2.204 1.581 -0.1 0.0 0.0
H -5.818 -4.731 -1.994 0.0 0.0 0.0
H 0.065 -0.880 2.128 0.2 -0.1 0.0
H 2.144 -4.993 -4.192 0.0 0.0 0.0
H 4.911 -1.241 -2.769 0.0 -0.1 0.0
H 7.999 2.626 -2.814 0.0 0.0 0.0
Cl -3.834 1.136 -2.460 0.1 -0.1 -0.1
H -0.889 -1.463 -1.922 0.0 0.0 0.0
H 0.372 2.702 4.220 0.0 0.0 0.1
H 4.970 -3.732 -0.334 0.0 -0.1 -0.1
C 6.139 -2.138 1.711 0.0 0.0 0.0
Ti -0.241 0.612 0.057 2.0 1.0 -0.4
H 1.689 1.538 4.204 0.0 0.0 0.0
C -3.482 -2.039 0.769 -0.3 -0.4 -0.1
C 3.403 -0.548 -0.369 -0.3 -0.1 0.0
H 6.951 -3.507 3.137 0.0 0.0 0.0
C 2.168 -4.302 -2.164 0.0 0.0 0.0
C -1.659 -1.615 -1.178 0.3 0.1 0.1
H 2.242 2.069 1.882 0.1 0.0 0.0
H -4.358 -4.040 -2.614 -0.1 -0.1 0.0
H -2.746 -2.960 -2.390 0.1 0.1 0.0
H 4.604 -5.102 -4.372 0.0 0.0 0.0
H 6.020 -4.467 -2.445 0.0 0.0 0.0
H 4.692 -6.427 3.072 0.0 0.0 0.0
C 3.068 -2.926 2.996 0.1 0.0 -0.1
H 8.504 -4.547 1.516 0.0 0.0 0.0
C 7.043 -2.269 -0.515 0.0 0.0 0.0
C 2.357 -1.440 -0.039 0.0 0.2 -0.6
C -4.841 -3.563 -0.665 -1.8 -1.0 0.8
P 2.196 -3.207 0.379 -0.2 -0.4 0.1
C 7.332 1.774 -2.801 0.0 0.0 0.0
H 2.593 -1.951 2.972 0.0 0.0 0.1
N 0.417 0.077 2.050 -0.2 0.0 0.5
N -4.992 -4.176 -1.846 0.5 0.3 -0.2
C 6.671 1.435 -1.628 0.0 0.0 0.0
C 6.971 -3.171 2.110 0.0 0.0 0.0
N -1.509 -0.938 -0.028 -2.3 -1.8 -0.2
C 4.177 -4.679 4.203 0.0 -0.1 0.0
S -5.981 -3.820 0.529 0.7 0.3 -0.5
H 1.429 0.007 2.141 0.0 0.0 -0.2
Cl -1.532 3.663 -2.275 -0.1 -0.2 -0.2
H 7.677 1.273 -4.854 0.0 0.0 0.0
C 3.153 -3.683 1.832 0.0 0.1 -0.2
C -0.094 0.907 3.179 0.1 0.2 0.1
H 6.811 2.015 -0.725 0.0 0.0 0.0
Cl -2.222 1.826 0.480 -0.7 0.5 0.4
N 1.564 0.356 -0.972 0.1 -0.4 0.4
C 4.940 -4.422 -2.367 0.1 0.0 0.0
C 7.143 1.018 -3.948 0.0 0.0 0.0
C 0.621 3.412 1.450 0.2 0.0 0.3
H 3.743 -5.559 0.964 0.0 0.0 0.0
C 5.601 -0.404 -2.777 -0.1 0.1 0.0
H 3.532 -2.831 5.083 0.0 0.0 0.0
C -2.422 -1.187 0.932 0.3 0.0 -0.1
Ge -1.765 1.495 -1.957 -0.4 0.8 -0.3
C -3.682 -2.694 -0.452 1.3 0.8 0.0
H 7.093 -1.919 -1.535 0.0 0.0 0.0
C 3.589 -3.422 4.178 0.0 0.1 0.1
C 4.356 -4.005 -1.182 -0.1 -0.1 0.0
C 7.878 -3.299 -0.110 0.0 0.0 -0.1
H -1.036 1.357 2.864 0.0 0.0 0.1
C 0.906 1.988 3.589 0.0 0.0 -0.2
H 5.498 -1.649 2.430 0.0 0.0 0.1
H 2.237 3.487 2.883 0.0 0.0 0.0
```
Positions in Å, forces in eV/Å.

***

No. 2
C3H11NO4 | the ωB97M-V functional and the def2-TZVPD basis

Properties
<S²> = 0.755
relative energy (zero: lowest compared OMol25 entry of this formula, charge and spin) = 63.6 kcal per mole
multiplicity = 2
total charge = +1

Structure (XYZ):
```
19
Properties=species:S:1:pos:R:3:forces:R:3
H 0.910 2.100 2.410 -1.0 1.3 -0.2
H 0.710 1.012 -1.385 -0.2 -0.3 0.2
H 1.885 2.142 0.869 0.3 0.8 -0.3
N 0.463 0.365 -0.626 -1.7 -0.9 0.4
O -0.605 0.082 2.627 -0.8 0.1 0.6
C -0.951 0.245 1.506 1.0 -1.0 -1.0
H 1.321 -0.058 -0.287 0.2 -1.1 -0.7
C 1.131 1.667 1.454 0.7 -2.8 0.3
H -0.059 -2.197 -1.657 0.4 -0.6 -0.2
O 0.899 -2.308 -1.691 0.0 0.0 0.1
H -1.916 -1.074 -2.475 -0.2 0.1 -0.3
O -1.447 -1.109 -1.624 -0.7 -0.3 -0.2
H -0.537 1.987 0.159 -0.2 -0.8 0.7
H 1.051 -3.244 -1.876 0.1 0.1 0.0
H -2.015 -0.749 0.062 0.2 1.0 0.9
C -0.017 1.101 0.609 -1.1 2.6 -0.5
H 1.617 0.821 1.972 0.3 -0.4 -0.8
H -0.412 -0.405 -1.022 3.0 2.2 1.0
O -2.028 -0.378 0.974 -0.2 -0.1 0.0
```
Positions in Å, forces in eV/Å.

***

No. 3
C18H22N2O3 | the ωB97M-V functional and the def2-TZVPD basis

Properties
relative energy (zero: lowest compared OMol25 entry of this formula, charge and spin) = 32.1 kcal per mole
SMILES = Cc1cc(=O)oc(C)c1C(=O)NCCN(C)Cc1ccccc1

Structure (XYZ):
```
45
Properties=species:S:1:pos:R:3:forces:R:3
C 1.122 1.707 -2.946 0.0 -0.4 0.1
N -0.125 -1.756 2.863 0.1 0.1 0.0
C -0.564 2.331 0.439 0.0 0.1 0.0
H 0.209 -0.113 4.041 -0.1 0.0 0.0
H -1.960 1.171 1.570 -0.1 0.0 0.0
H -1.330 2.900 -0.066 -0.1 0.1 -0.1
H 1.046 3.355 -0.532 0.0 0.1 -0.1
H 1.667 -1.864 3.890 0.1 0.0 0.0
H 0.586 -3.169 0.557 -0.1 -0.1 0.0
H -3.143 -0.282 -2.364 0.0 0.0 0.0
H -3.138 0.913 -1.065 0.0 0.0 0.1
H 2.168 0.405 2.340 0.1 -0.1 0.1
O -1.213 2.208 -2.896 -0.2 0.2 0.0
C -0.916 1.362 1.363 0.1 0.0 0.1
C -1.454 1.007 -2.364 0.2 -0.9 0.4
C 0.771 2.590 0.178 0.0 0.1 0.0
C -0.455 0.135 -2.057 -0.4 0.3 -0.4
C 0.065 2.650 -3.197 0.5 0.4 -0.2
H 1.200 -3.330 3.024 0.1 -0.1 0.0
H 2.853 -0.239 -2.797 0.1 0.0 0.0
H 0.357 -0.678 0.160 -0.1 0.1 -0.2
H -1.060 -3.248 -0.102 0.1 0.0 0.1
C 1.226 -2.241 2.967 -0.1 0.0 0.0
C -2.903 0.749 -2.117 0.1 0.1 -0.2
O -1.523 -2.002 -1.988 -0.3 -0.3 -0.2
O 0.183 3.767 -3.635 -0.1 -0.2 0.1
C -0.366 -2.635 0.478 -0.2 -0.1 0.2
C -0.342 -0.349 3.123 0.0 0.0 0.1
C 0.893 0.491 -2.389 0.0 0.4 -0.2
H -1.888 -1.852 1.794 -0.1 0.0 0.0
C 1.750 1.874 0.847 0.1 0.0 0.0
C 2.015 -0.467 -2.144 0.1 0.1 -0.1
H 2.359 -0.386 -1.113 0.0 -0.1 0.1
H 2.793 2.077 0.653 0.1 0.0 0.0
H -1.408 -0.223 3.337 0.1 0.1 0.0
C -0.956 -2.413 1.884 0.1 -0.3 -0.2
C 1.397 0.923 1.789 0.0 -0.1 0.0
H 1.693 -1.492 -2.318 0.1 -0.1 0.0
N -0.176 -1.418 -0.271 0.1 -0.1 0.3
H -3.499 1.430 -2.718 -0.1 0.0 0.0
C -0.785 -1.198 -1.454 0.2 0.4 0.0
H 2.113 2.024 -3.229 0.1 0.0 0.0
H 1.882 -1.957 2.130 0.1 0.0 0.0
C 0.057 0.653 2.060 -0.1 0.1 0.1
H -1.199 -3.410 2.276 -0.1 0.0 -0.1
```
Positions in Å, forces in eV/Å.

***

No. 4
C11H20N3P2Sc | the ωB97M-V functional and the def2-TZVPD basis

Properties
relative energy (zero: lowest compared OMol25 entry of this formula, charge and spin) = 94.8 kcal per mole

Structure (XYZ):
```
37
Properties=species:S:1:pos:R:3:forces:R:3
H -2.036 0.184 2.755 0.4 0.5 -0.2
H 1.261 -1.597 4.042 -0.2 0.1 0.1
C -1.141 0.855 2.579 0.8 2.2 1.8
N 0.411 0.111 5.060 -0.4 -1.1 -0.6
H -1.700 0.124 5.086 0.2 0.2 0.0
H 2.746 0.950 2.508 -0.3 0.1 0.0
C 0.885 1.898 -0.757 -0.5 0.0 0.1
P 0.111 -3.131 0.587 0.9 -1.4 -1.3
H -0.898 1.490 5.952 0.0 -0.3 -0.4
H -1.377 1.516 1.738 0.0 -0.1 0.0
H 1.346 -2.750 -0.060 -0.8 -0.2 0.4
H 1.658 2.102 1.682 -0.2 -0.4 0.2
P 0.536 0.067 2.298 -1.2 -2.1 -1.5
Sc -1.131 -1.617 2.173 -1.4 -0.7 -0.7
C 1.546 1.048 4.926 -0.6 0.4 -0.2
H 0.063 3.292 4.711 -0.1 -0.2 -0.4
H -2.219 1.805 -2.076 0.2 0.0 0.1
H 1.445 -0.279 -0.679 0.0 0.2 -0.2
H -0.597 -3.627 -0.572 0.5 0.1 0.4
H 0.544 -4.408 1.110 -0.2 0.6 -0.4
C 0.103 2.662 3.804 0.2 -0.4 0.1
N -1.035 1.721 3.867 -0.3 -1.0 -0.8
N 1.431 2.004 3.797 0.2 0.2 0.2
H 1.782 2.392 -0.389 -0.1 0.0 -0.2
H -0.546 -1.556 4.138 0.4 0.2 -0.1
H -1.100 -0.660 -1.807 0.0 0.2 -0.1
C 0.390 -0.944 3.930 1.4 2.8 1.6
H -0.461 3.633 -1.166 0.0 -0.3 -0.1
C 0.740 0.517 -0.896 -3.5 -0.6 -1.5
C -0.872 0.848 5.051 0.6 0.3 -0.3
C -0.690 0.309 -1.536 3.4 0.1 2.0
H 0.008 3.290 2.905 0.0 -0.2 0.3
H 1.582 1.655 5.849 0.0 -0.4 -0.3
C -0.304 2.556 -1.185 -0.1 -0.4 -0.1
C -1.234 1.584 -1.666 0.4 0.5 0.4
H 2.479 0.478 4.810 -0.3 0.2 0.1
C 1.729 1.375 2.506 0.3 0.7 1.2
```
Positions in Å, forces in eV/Å.

***

No. 5
C44H39CaN6O5P2SSe2 | the ωB97M-V functional and the def2-TZVPD basis

Properties
relative energy (zero: lowest compared OMol25 entry of this formula, charge and spin) = 10.4 kcal per mole
total charge = +1

Structure (XYZ):
```
100
Properties=species:S:1:pos:R:3:forces:R:3
C 3.637 -2.248 -5.784 0.0 0.0 0.0
H -0.212 1.394 6.836 0.0 0.0 0.0
N -0.502 1.499 -1.331 -0.2 0.0 -0.1
H 1.167 -3.792 6.262 0.0 0.0 0.0
C 1.370 -2.483 -0.890 0.1 -0.2 0.1
C 1.017 -3.020 7.022 0.1 0.0 0.0
C -2.763 1.943 -2.798 0.0 0.0 0.0
C -0.103 -5.330 -4.349 0.0 0.0 0.0
S -2.388 -0.087 3.898 0.0 0.1 0.0
C -1.650 1.742 -0.714 0.0 0.0 0.0
H 0.554 0.923 9.136 0.0 0.0 0.0
C 1.949 -4.287 1.308 0.0 0.0 0.1
C -1.567 1.640 -3.435 0.0 0.0 0.0
C 0.209 -5.798 1.993 0.0 0.0 0.0
H 0.075 -4.405 -4.882 0.0 0.0 0.0
H 1.181 -7.182 -1.817 0.0 0.0 0.0
C 4.065 -3.187 -6.710 0.0 0.0 0.0
N -0.116 -1.567 -2.184 0.0 0.1 0.0
C -1.533 1.655 0.792 -0.1 0.1 -0.4
O -2.659 1.640 1.416 0.0 -0.1 0.2
H -0.737 -8.627 -2.441 0.0 0.0 0.0
C -1.167 -6.141 -4.703 0.0 0.0 0.0
C 0.913 0.953 -3.134 -0.1 0.0 0.0
C 2.824 -4.014 -4.358 0.0 0.1 0.0
C 0.596 -4.594 1.429 0.0 0.0 0.0
C -0.443 -2.586 7.088 -0.1 0.0 0.0
H 4.547 -2.868 -7.625 0.0 0.0 0.0
H 7.125 -2.450 1.688 0.0 0.0 0.0
H -0.159 -3.898 1.080 0.0 0.0 0.0
O 1.856 0.917 -2.368 -0.1 0.1 -0.1
Se 1.828 -1.148 2.074 0.1 -0.3 0.1
Se 3.535 -5.601 -1.596 0.0 0.0 0.0
C -1.019 -2.181 5.739 0.1 0.0 -0.1
C 3.036 0.635 6.187 0.0 0.0 0.0
C 1.712 0.996 5.958 0.0 0.1 -0.1
C 2.911 -5.183 1.759 0.0 0.0 0.0
H 3.783 -1.191 -5.970 0.0 0.0 0.0
H -2.068 -1.903 5.816 0.0 0.0 0.0
H 2.673 -1.912 -3.910 0.0 0.0 0.0
C 4.466 -2.125 -1.085 0.0 -0.1 -0.1
P 2.122 -4.643 -2.810 -0.1 0.0 0.0
H 1.689 -2.187 6.792 0.0 0.0 0.0
H 6.092 -1.637 -2.388 0.0 0.0 0.0
H -0.207 1.426 3.241 0.0 0.0 -0.1
O -0.416 1.570 1.297 -0.2 -0.1 0.0
H -3.651 2.138 -3.382 0.0 0.0 0.0
H 1.349 -3.424 7.978 0.0 0.0 0.0
H 4.759 -2.779 2.233 -0.1 0.0 0.0
H -1.059 -3.401 7.473 0.0 0.0 0.0
O 1.075 0.629 -4.399 0.0 0.0 0.1
H 3.725 0.590 5.353 0.0 0.0 0.0
C 2.518 -6.381 2.335 0.0 0.0 0.0
C 5.802 -1.897 -1.378 0.0 0.0 0.0
H 3.136 -6.012 -5.095 0.0 0.0 0.0
C 1.169 -6.690 2.451 0.1 0.0 0.0
H 2.890 0.226 9.541 0.0 0.0 0.0
H 7.806 -1.867 -0.617 0.0 0.0 0.0
H 0.696 -0.997 5.407 0.0 -0.1 0.0
C 6.381 -2.364 0.908 0.0 0.0 0.0
C 5.046 -2.572 1.209 0.0 0.0 0.1
H 3.733 -2.052 -1.877 0.0 0.0 0.0
N -0.291 -1.035 5.203 -0.1 0.0 0.0
H -3.750 2.153 -0.886 0.0 0.0 0.0
H -1.533 1.599 -4.516 0.0 0.0 0.0
C -0.563 -7.700 -2.974 0.0 0.0 0.0
H 3.268 -7.082 2.675 0.0 0.0 0.0
O 2.041 1.939 3.807 0.0 0.0 0.0
C -1.399 -7.325 -4.013 0.0 0.0 0.0
C 2.558 0.441 8.533 0.0 0.0 0.0
C 0.510 -6.894 -2.618 0.0 0.0 0.0
C -0.797 -0.070 4.459 0.1 -0.1 -0.1
H 0.869 -7.632 2.891 0.0 0.0 0.0
C 3.454 0.343 7.477 0.0 0.0 0.0
N 0.456 -1.485 -0.991 0.3 0.0 0.2
C 3.265 -4.953 -5.289 0.0 0.0 0.0
C -2.824 1.969 -1.412 0.0 0.0 0.0
H -2.563 1.252 2.369 0.2 0.1 -0.2
H -0.842 -6.044 2.072 0.0 0.0 0.0
H 4.479 0.050 7.659 0.0 0.0 0.0
H 0.232 0.507 -4.855 0.0 0.0 0.0
C 1.304 -3.192 -2.089 -0.2 0.1 -0.2
H 4.208 -5.277 -7.180 0.0 0.0 0.0
H -0.556 -1.752 7.786 0.0 0.0 0.0
H -0.946 -3.003 5.020 0.0 0.0 0.0
N 0.046 0.962 4.104 -0.1 0.1 0.1
C 0.738 -5.704 -3.300 0.0 -0.1 -0.1
P 2.347 -2.676 0.620 -0.2 -0.1 0.0
C 0.813 1.095 7.017 0.0 0.0 0.1
C 4.084 -2.483 0.204 0.1 0.1 -0.1
C -0.455 1.391 -2.649 0.1 0.1 -0.1
H -2.231 -7.959 -4.294 0.0 0.0 0.0
C 3.875 -4.541 -6.461 0.0 0.0 0.0
C 3.015 -2.659 -4.612 0.0 0.0 0.0
C 6.761 -2.030 -0.387 0.0 0.0 0.0
Ca 1.244 0.540 -0.087 0.5 0.2 0.5
C 1.315 1.329 4.560 0.1 -0.1 -0.1
C 1.243 0.827 8.306 0.0 0.0 0.0
H 3.964 -4.979 1.626 0.0 0.1 0.0
N 0.367 -2.582 -2.852 0.1 -0.1 0.1
H -1.816 -5.851 -5.519 0.0 0.0 0.0
```
Positions in Å, forces in eV/Å.

***

No. 6
C2H2Br2I2 | the ωB97M-V functional and the def2-TZVPD basis

Properties
relative energy (zero: lowest compared OMol25 entry of this formula, charge and spin) = 14.2 kcal per mole

Structure (XYZ):
```
8
Properties=species:S:1:pos:R:3:forces:R:3
C -0.651 -0.851 0.409 1.1 -0.4 2.4
I -0.673 -0.170 -2.473 -0.1 0.3 0.4
H 0.431 -1.077 0.314 -1.0 -0.6 0.0
Br -2.685 1.005 0.100 -0.5 0.5 -0.6
I -2.091 -2.397 0.257 0.8 0.0 0.4
Br -0.425 0.084 2.459 -0.2 -1.3 -1.7
C -0.966 0.316 -0.389 -2.8 -1.7 -1.4
H -0.331 1.012 -0.079 2.8 3.3 0.5
```
Positions in Å, forces in eV/Å.